No. 1
{"formula": "C43H56Cl3F5GaN4OPSSi2", "method": "ωB97M-V with the def2-TZVPD basis set", "elements": ["Ga", "C", "Si", "C", "C", "N", "C", "C", "C", "C", "C", "C", "N", "Si", "C", "C", "C", "H", "H", "H", "H", "H", "H", "H", "H", "H", "H", "H", "H", "H", "H", "H", "H", "H", "H", "H", "H", "H", "H", "F", "C", "C", "C", "F", "C", "F", "C", "F", "C", "F", "Cl", "C", "C", "C", "C", "C", "C", "N", "C", "C", "N", "C", "O", "C", "C", "C", "Cl", "S", "C", "C", "C", "Cl", "C", "H", "H", "H", "H", "H", "H", "H", "H", "H", "H", "H", "H", "H", "C", "C", "C", "P", "C", "C", "C", "C", "C", "C", "H", "H", "H", "H", "H", "H", "H", "H", "H", "H", "H", "H", "H", "H", "H", "H", "H", "H", "H", "H", "H"], "xyz": [[-0.28811, -1.67930, -1.57254], [-4.18143, -0.29331, 2.97282], [-3.45748, -2.04183, 3.14760], [-4.83751, -3.36003, 3.08632], [-2.20821, -2.41217, 4.55249], [-2.40812, -2.31912, 1.71859], [-1.93756, -3.05476, 0.84242], [-1.41762, -4.54571, 0.97134], [-2.46676, -5.50360, 0.66637], [-4.68869, -5.68508, -1.52942], [-3.66820, -3.64904, -2.29039], [-2.70748, -2.51375, -1.64365], [-1.96925, -1.72064, -2.57637], [-2.56419, -0.43486, -3.66671], [-1.59201, 1.13692, -3.18030], [-4.32925, 0.10897, -3.17321], [-2.29392, -1.01156, -5.44237], [-4.62631, 0.03454, 3.90650], [-5.00044, -0.24255, 2.15627], [-3.37614, 0.42521, 2.74643], [-5.74705, -2.78382, 2.84738], [-4.96394, -3.91322, 4.00608], [-4.58648, -4.02878, 2.24113], [-2.74344, -2.81844, 5.46270], [-1.68832, -1.52485, 4.92971], [-1.41051, -3.12091, 4.22365], [-0.57712, -4.66307, 1.63486], [-3.10098, -6.15427, 1.29261], [-5.68454, -5.29322, -1.89547], [-3.53884, -3.62948, -3.36657], [-1.27910, 1.16017, -2.10644], [-2.27042, 2.00757, -3.38781], [-0.65847, 1.19132, -3.78919], [-4.36031, 0.48031, -2.12740], [-5.06121, -0.71499, -3.33562], [-4.57487, 0.97617, -3.90998], [-3.11195, -0.65754, -6.09851], [-2.21536, -2.10542, -5.46311], [-1.35596, -0.58038, -5.89449], [0.07136, -4.72915, -1.05797], [-1.15515, -4.39271, -0.58542], [-1.61140, -3.02177, -0.61548], [-4.02429, -1.93032, -1.17169], [-4.24407, -0.97886, -0.19504], [-4.83730, -2.83959, -1.71803], [-6.14270, -3.02017, -1.82557], [-3.54143, -5.00697, -1.62004], [-4.93516, -6.81023, -0.74550], [-2.30322, -5.44669, -0.88679], [-1.80526, -6.68372, -1.40431], [4.69979, 1.07445, 5.00844], [3.94138, 2.36581, 4.30814], [3.62748, 2.33760, 2.97034], [2.85527, 3.35249, 2.37700], [2.50893, 4.52544, 3.08915], [1.78675, 5.72230, 2.47369], [0.27444, 5.72268, 2.75411], [-0.33662, 4.35473, 2.61936], [-0.79461, 3.70935, 1.46656], [-1.27371, 2.47224, 1.85006], [-1.10266, 2.35668, 3.17265], [-0.54355, 3.46409, 3.63335], [1.92522, 5.78926, 0.99808], [3.24854, 6.17304, 0.56309], [3.31826, 5.98396, -0.89946], [4.33157, 5.47738, -1.64346], [5.91994, 5.18913, -1.04708], [3.92021, 5.28473, -3.27888], [2.31944, 6.01487, -2.98485], [2.14934, 6.26478, -1.65013], [2.80373, 4.49884, 4.46587], [2.36248, 5.79174, 5.61143], [3.60302, 3.45434, 5.04777], [3.98296, 1.51195, 2.32289], [2.60540, 3.30220, 1.32194], [2.15852, 6.66731, 2.83626], [-0.21883, 6.40734, 2.05144], [0.12645, 6.03975, 3.79806], [-0.68287, 4.20740, 0.47751], [-1.71480, 1.70365, 1.25536], [-0.26234, 3.59024, 4.67849], [3.98918, 5.61628, 1.11113], [3.39952, 7.29457, 0.76834], [1.65871, 6.31388, -3.79744], [1.20839, 6.61365, -1.20938], [3.91312, 3.52753, 6.10962], [4.00582, -3.03237, -2.66263], [2.47077, -2.78930, -2.44558], [1.71024, -2.73158, -3.74734], [2.05823, -1.61445, -1.02544], [2.62081, 0.09630, -1.34262], [2.77997, 0.30641, -2.88535], [1.55482, 1.06057, -0.81117], [2.71299, -2.32167, 0.60433], [1.75940, -1.96325, 1.74610], [4.11814, -1.78347, 0.77445], [4.39479, -2.53854, -3.57598], [4.18407, -4.07576, -2.87685], [4.59741, -2.76887, -1.76874], [2.11648, -3.69607, -1.84415], [2.35854, -2.47233, -4.62901], [0.89097, -1.91525, -3.70186], [1.13857, -3.63365, -3.93674], [3.55610, 0.24298, -0.79396], [1.83824, 0.02682, -3.38820], [3.64464, -0.17100, -3.33301], [2.86027, 1.37150, -3.07581], [0.56572, 0.89346, -1.28623], [1.85758, 2.08039, -1.01646], [1.36768, 0.89548, 0.26454], [2.75048, -3.41503, 0.46966], [1.44351, -0.91229, 1.76195], [2.16740, -2.08314, 2.72776], [0.84135, -2.54159, 1.73287], [4.78636, -2.39048, 0.14725], [4.36648, -1.73837, 1.78208], [4.25028, -0.76646, 0.37676]], "e_above_lowest_ev": 8.934, "lumo_energy_ev": [0.140, 0.092], "orbital_gap_ha": [0.256, 0.191], "total_energy_ev": -192910.20424, "homo_ev": [-6.83, -5.11]}

No. 2
{"formula": "C43H56CrN3OP2Si2", "method": "ωB97M-V with the def2-TZVPD basis set", "elements": ["Cr", "C", "C", "C", "C", "C", "C", "C", "C", "C", "C", "C", "C", "H", "H", "H", "H", "H", "H", "H", "H", "H", "H", "H", "H", "H", "H", "H", "H", "H", "H", "C", "Si", "C", "C", "N", "P", "C", "P", "N", "Si", "C", "C", "C", "C", "C", "C", "C", "C", "C", "C", "C", "C", "C", "C", "C", "C", "C", "C", "C", "C", "C", "C", "C", "C", "C", "C", "C", "H", "H", "H", "H", "H", "H", "H", "H", "H", "H", "H", "H", "H", "H", "H", "H", "H", "H", "H", "H", "H", "H", "H", "H", "H", "H", "H", "H", "H", "H", "H", "H", "H", "H", "H", "H", "H", "H", "O", "N"], "xyz": [[-0.14718, 1.51412, 0.19531], [-2.16204, 3.77075, -1.63436], [-2.30955, 3.01277, -0.33688], [-1.54144, 3.35223, 0.80100], [-0.69002, 4.60475, 0.83734], [-1.63143, 2.55884, 1.97493], [-0.89446, 3.00959, 3.21669], [-2.54135, 1.48696, 2.02848], [-2.74721, 0.69429, 3.29034], [-3.38790, 1.23710, 0.93478], [-4.49273, 0.22320, 1.05471], [-3.28859, 2.00054, -0.23084], [-4.31889, 1.81023, -1.30847], [-2.90084, 4.57036, -1.71614], [-2.29528, 3.10381, -2.48417], [-1.17641, 4.21223, -1.73172], [0.34760, 4.40549, 1.11572], [-1.08677, 5.28437, 1.59425], [-0.68894, 5.13744, -0.10446], [-1.55783, 3.61872, 3.83552], [-0.01796, 3.60783, 2.98912], [-0.55693, 2.17534, 3.82720], [-2.68773, -0.37810, 3.10186], [-3.74466, 0.89289, 3.68526], [-2.03785, 0.93828, 4.07131], [-5.42173, 0.72419, 1.34055], [-4.28821, -0.52454, 1.81410], [-4.68677, -0.28700, 0.11387], [-4.35314, 0.78323, -1.66238], [-4.16279, 2.44918, -2.16922], [-5.30280, 2.04337, -0.89508], [2.86836, -2.29305, 3.70006], [1.63498, -0.91745, 3.85672], [2.46424, 0.50085, 4.70882], [0.03808, -1.38968, 4.69645], [1.05465, -0.42292, 2.11753], [0.42406, -1.45899, 0.84978], [-0.32590, -0.40988, -0.24825], [0.24267, -0.01241, -1.83664], [0.86039, 1.47006, -1.46814], [2.18388, 2.50559, -2.03081], [2.60902, 2.12322, -3.80426], [3.62312, 2.25780, -0.86353], [1.69735, 4.30247, -1.93284], [-1.16980, 0.15353, -2.93843], [-2.29945, -0.63804, -2.75420], [-3.32107, -0.61399, -3.69326], [-3.22439, 0.21530, -4.80076], [-2.10485, 1.01914, -4.97910], [-1.07272, 0.98054, -4.05647], [1.32511, -1.16466, -2.69156], [2.71038, -1.10550, -2.57865], [3.49994, -2.01138, -3.26807], [2.91122, -2.98462, -4.06192], [1.52987, -3.05789, -4.16740], [0.73460, -2.14772, -3.49091], [1.86561, -2.40061, 0.35789], [3.14740, -1.86674, 0.50491], [4.24903, -2.60648, 0.11500], [4.07654, -3.86392, -0.44717], [2.80224, -4.38246, -0.62745], [1.69372, -3.65925, -0.21423], [-0.73196, -2.60461, 1.59486], [-0.31540, -3.71618, 2.32824], [-1.25429, -4.57208, 2.87610], [-2.60918, -4.33202, 2.68270], [-3.02674, -3.23975, 1.93447], [-2.09139, -2.37775, 1.38619], [2.59567, -3.14377, 3.08254], [3.03634, -2.65972, 4.71487], [3.82117, -1.90896, 3.33664], [2.79670, 0.13704, 5.68309], [1.79208, 1.34080, 4.87597], [3.33890, 0.86523, 4.17435], [-0.18443, -0.68609, 5.49868], [0.10283, -2.38031, 5.14333], [-0.80518, -1.39882, 4.00647], [2.68567, 1.06238, -4.03702], [3.57220, 2.58273, -4.03095], [1.88324, 2.57403, -4.48249], [3.98624, 1.23086, -0.81920], [3.34256, 2.55933, 0.14837], [4.46093, 2.88668, -1.16610], [0.82919, 4.53537, -2.54821], [2.53137, 4.87738, -2.33905], [1.52862, 4.66196, -0.92097], [-2.36809, -1.27381, -1.87926], [-4.19357, -1.24022, -3.56237], [-4.02118, 0.23453, -5.53045], [-2.03432, 1.66248, -5.84472], [-0.18908, 1.58861, -4.20328], [3.17237, -0.34791, -1.96160], [4.57669, -1.95225, -3.19051], [3.52932, -3.68357, -4.60814], [1.07052, -3.81155, -4.79175], [-0.33998, -2.18992, -3.60258], [3.29118, -0.88192, 0.92924], [5.24453, -2.20432, 0.24511], [4.93797, -4.44424, -0.74634], [2.66794, -5.35763, -1.07313], [0.70060, -4.07781, -0.33211], [0.73667, -3.92299, 2.46146], [-0.93118, -5.43281, 3.44491], [-3.34159, -5.00784, 3.10192], [-4.08307, -3.07243, 1.77226], [-2.39642, -1.52868, 0.78887], [1.67735, 1.67474, 2.27110], [1.05174, 0.82245, 1.68676]], "multiplicity": 4, "e_above_lowest_ev": 0.615, "s2": 3.85, "total_charge": 2, "lumo_energy_ev": [-6.154, -6.151], "orbital_gap_ha": [0.266, 0.274], "total_energy_ev": -114761.70922, "homo_ev": [-13.40, -13.61]}